Entry 1:
The following is a quantum chemistry calculation of the molecule C6H6O, from the OMol25 dataset.

XYZ file:
```
13
C6H6O, DFT ωB97M-V/def2-TZVPD
O -0.304 -0.713 1.811
C 0.319 -0.958 0.570
C -0.693 -0.881 -0.594
C -1.176 0.489 -0.783
C -1.503 1.643 -0.896
C 1.440 -0.031 0.325
C 2.283 0.800 0.104
H -0.561 0.221 1.821
H 0.693 -1.985 0.630
H -1.526 -1.552 -0.359
H -0.219 -1.239 -1.515
H -1.778 2.667 -1.016
H 3.025 1.539 -0.099
```

Values from the calculation:
* LUMO level: 0.94 eV
* structure (SMILES): C#CC[C@H](O)C#C
* charge: 0
* relative energy (zero: lowest compared OMol25 entry of this formula, charge and spin): 87.26 kcal/mol

Entry 2:
The following is a quantum chemistry calculation of a structure of composition C4H7N3O2, from the OMol25 dataset.

XYZ file:
```
16
C4H7N3O2, DFT ωB97M-V/def2-TZVPD
C -0.227 0.442 1.676
N -1.123 0.877 0.613
C 0.883 -0.371 -0.441
C -0.407 -0.999 -0.832
C 0.724 0.662 0.563
N -1.362 -1.011 -1.770
O 1.888 -0.175 -1.373
O 1.591 1.676 0.524
N 0.355 -1.753 -0.148
H 2.431 -0.972 -1.401
H 1.278 2.381 1.109
H -2.088 0.677 0.874
H -1.779 -0.116 -1.972
H -1.794 -1.901 -1.972
H -0.094 1.168 2.489
H -0.278 -0.584 2.061
```

Values from the calculation:
* LUMO level: 0.65 eV
* charge: 0
* relative energy (zero: lowest compared OMol25 entry of this formula, charge and spin): 134.88 kcal/mol

Entry 3:
The following is a quantum chemistry calculation of a structure of composition F2FeH36O20P, from the OMol25 dataset.

XYZ file:
```
60
F2FeH36O20P, DFT ωB97M-V/def2-TZVPD
Fe 6.732 -5.192 -15.911
O 7.832 -4.902 -14.516
P 9.461 -5.119 -14.357
O 8.548 -5.439 -15.593
F 8.873 -5.605 -12.926
F 9.215 -3.652 -13.935
O 8.252 -1.483 -15.041
H 8.777 -2.045 -14.468
H 8.603 -1.747 -15.933
O 11.485 -5.079 -16.475
H 12.257 -4.538 -16.308
H 11.880 -5.977 -16.599
O 11.588 -2.386 -14.687
H 12.468 -2.714 -14.819
H 11.394 -2.662 -13.793
O 8.586 -6.189 -10.234
H 8.278 -6.841 -9.580
H 7.921 -5.841 -10.761
O 12.273 -5.043 -13.596
H 12.641 -5.593 -12.910
H 13.015 -4.797 -14.141
O 10.716 -7.751 -14.994
H 9.913 -8.132 -14.674
H 11.267 -7.668 -14.234
O 6.540 -6.607 -12.302
H 7.292 -6.167 -12.806
H 6.175 -5.994 -11.686
O 7.267 -4.954 -17.858
H 7.454 -4.148 -18.355
H 7.263 -5.573 -18.560
O 8.176 -8.477 -14.221
H 7.782 -9.328 -14.296
H 8.067 -8.327 -13.273
O 11.065 -3.140 -11.735
H 11.354 -3.992 -11.360
H 11.477 -2.466 -11.227
O 9.368 -6.850 -17.716
H 9.111 -6.207 -17.076
H 9.383 -7.705 -17.366
O 8.616 -8.483 -11.446
H 8.643 -7.583 -11.050
H 8.560 -9.143 -10.724
O 6.776 -3.292 -13.009
H 7.196 -2.469 -12.692
H 7.462 -3.791 -13.514
O 6.172 -3.229 -15.918
H 6.740 -2.606 -15.489
H 5.472 -2.799 -16.388
O 11.204 -5.487 -10.343
H 11.219 -5.663 -9.422
H 10.285 -5.281 -10.507
O 6.824 -7.208 -16.345
H 6.589 -7.826 -17.005
H 7.308 -7.734 -15.700
O 9.508 -3.105 -17.053
H 9.434 -2.330 -17.600
H 9.798 -3.670 -17.759
O 5.188 -5.576 -14.579
H 4.236 -5.468 -14.687
H 5.267 -5.862 -13.668
```

Values from the calculation:
* LUMO level (spin up / spin down): -5.86 / -9.54 eV
* 2S+1: 6
* charge: +2
* relative energy (zero: lowest compared OMol25 entry of this formula, charge and spin): 30.08 kcal/mol

Entry 4:
The following is a quantum chemistry calculation of the molecule C5H9NO2S2, from the OMol25 dataset.

XYZ file:
```
19
C5H9NO2S2, DFT ωB97M-V/def2-TZVPD
C -1.676 -0.804 0.517
C 1.253 0.029 0.668
C 1.547 -0.309 -0.725
C 0.067 0.968 0.932
C -1.010 0.509 0.074
N 0.690 -1.405 -1.265
O -1.150 -1.603 1.282
O -2.844 -1.119 0.003
S 0.555 2.694 0.721
S -1.896 1.328 -1.056
H 1.357 -0.926 1.119
H 2.184 0.491 0.929
H 1.457 0.651 -1.346
H 2.544 -0.641 -0.954
H -0.191 0.640 1.980
H -0.244 -1.005 -1.484
H 0.623 -2.089 -0.505
H -0.248 2.949 -0.262
H -3.018 -0.358 -0.629
```

Values from the calculation:
* LUMO level: -1.90 eV
* structure (SMILES): NCC[C@@H](S)C(=S)C(=O)O
* charge: 0
* relative energy (zero: lowest compared OMol25 entry of this formula, charge and spin): 26.46 kcal/mol

Entry 5:
The following is a quantum chemistry calculation of a structure of composition C31H44BrN2O2P2W, from the OMol25 dataset.

XYZ file:
```
83
C31H44BrN2O2P2W, DFT ωB97M-V/def2-TZVPD
W 0.019 -0.034 -0.279
C -2.403 -2.701 0.562
P -2.219 -1.215 -0.453
C -2.606 -1.760 -2.136
C -3.558 -0.045 -0.020
C -3.236 1.333 -0.605
P -1.609 1.920 -0.018
C -1.144 3.353 -1.012
C -1.880 2.580 1.650
H -3.410 -3.103 0.436
H -2.234 -2.497 1.618
H -1.686 -3.454 0.233
H -3.586 -2.238 -2.128
H -1.865 -2.485 -2.473
H -2.629 -0.921 -2.832
H -3.664 -0.001 1.068
H -4.506 -0.424 -0.407
H -3.995 2.070 -0.332
H -3.198 1.300 -1.696
H -1.949 4.089 -0.958
H -0.977 3.067 -2.047
H -0.236 3.804 -0.610
H -2.451 3.505 1.553
H -0.932 2.804 2.138
H -2.447 1.889 2.272
C 0.354 -1.703 6.598
C 0.915 -0.355 6.104
C 0.134 0.802 6.757
C 2.390 -0.249 6.489
C 0.707 -0.277 4.610
C -0.585 -0.358 4.061
C -0.762 -0.286 2.710
N 0.260 -0.137 1.827
C 1.521 -0.073 2.342
C 1.757 -0.135 3.698
C 2.592 0.020 1.330
C 3.924 0.168 1.620
C 4.885 0.222 0.594
C 4.405 0.113 -0.711
C 3.057 -0.037 -0.944
N 2.147 -0.075 0.048
C 6.350 0.386 0.934
C 7.227 0.417 -0.317
C 6.520 1.707 1.707
C 6.775 -0.797 1.824
H 0.499 -1.768 7.676
H 0.875 -2.545 6.138
H -0.714 -1.804 6.405
H 0.273 0.753 7.836
H -0.937 0.739 6.563
H 0.498 1.772 6.416
H 2.477 -0.305 7.573
H 2.828 0.703 6.181
H 2.982 -1.070 6.078
H -1.450 -0.482 4.697
H -1.752 -0.347 2.281
H 2.771 -0.091 4.060
H 4.243 0.245 2.649
H 5.078 0.137 -1.555
H 2.680 -0.146 -1.951
H 6.981 1.256 -0.970
H 7.163 -0.512 -0.886
H 8.267 0.538 -0.017
H 6.213 2.564 1.106
H 7.572 1.833 1.959
H 5.958 1.717 2.643
H 6.645 -1.750 1.310
H 6.223 -0.828 2.765
H 7.831 -0.689 2.070
Br 0.398 -1.322 -8.735
C 0.306 -1.023 -6.901
C -0.184 0.198 -6.427
C -0.251 0.421 -5.073
C 0.173 -0.578 -4.179
C 0.672 -1.799 -4.665
C 0.737 -2.020 -6.020
C 0.092 -0.356 -2.775
O 0.470 -1.225 -1.877
O -0.359 0.719 -2.216
H -0.504 0.956 -7.129
H -0.625 1.363 -4.697
H 1.002 -2.565 -3.975
H 1.116 -2.954 -6.410
```

Values from the calculation:
* LUMO level (spin up / spin down): -10.33 / -9.94 eV
* 2S+1: 3
* charge: +3
* relative energy (zero: lowest compared OMol25 entry of this formula, charge and spin): 2.59 kcal/mol

Entry 6:
The following is a quantum chemistry calculation of the molecule C2H2BrF3O, from the OMol25 dataset.

XYZ file:
```
9
C2H2BrF3O, DFT ωB97M-V/def2-TZVPD
C 0.327 -0.631 -0.154
C -0.541 0.704 -0.138
O 1.294 -0.685 0.779
F -1.357 0.714 -1.214
F -1.188 0.776 1.018
F 0.324 1.753 -0.132
Br -1.087 -2.049 -0.098
H 0.720 -0.755 -1.220
H 1.508 0.173 1.160
```

Values from the calculation:
* LUMO level: 0.63 eV
* structure (SMILES): O[C@@H](Br)C(F)(F)F
* charge: 0
* relative energy (zero: lowest compared OMol25 entry of this formula, charge and spin): 2.15 kcal/mol

Entry 7:
The following is a quantum chemistry calculation of the molecule C3H6N4O, from the OMol25 dataset.

XYZ file:
```
14
C3H6N4O, DFT ωB97M-V/def2-TZVPD
C -1.184 0.062 1.024
C 0.361 0.254 -0.427
C 1.238 0.711 -1.604
H -2.677 -0.541 2.300
H -3.118 0.549 0.973
H 1.604 -1.179 0.326
H 0.463 1.261 -2.446
H 1.991 1.354 -1.321
H 2.447 -0.226 -2.733
N -2.321 0.186 1.699
N -0.182 -0.699 1.455
N 0.758 -0.573 0.557
N -0.833 0.678 -0.173
O 1.856 -0.566 -1.978
```

Values from the calculation:
* LUMO level: 0.63 eV
* structure (SMILES): Nc1n[nH]c(CO)n1
* charge: 0
* relative energy (zero: lowest compared OMol25 entry of this formula, charge and spin): 48.65 kcal/mol

Entry 8:
The following is a quantum chemistry calculation of a structure of composition C10H18Cl2LuN2, from the OMol25 dataset.

XYZ file:
```
33
C10H18Cl2LuN2, DFT ωB97M-V/def2-TZVPD
Lu -1.157 1.142 1.610
Cl -1.545 3.250 0.505
Cl 0.468 0.526 3.373
C -1.951 2.326 3.493
H -1.248 2.666 4.295
H -2.693 3.109 3.250
C -0.848 -1.667 -0.456
C -1.315 -0.513 -0.197
H -0.288 -2.312 0.256
C -2.327 0.276 -1.003
H -2.563 1.526 3.976
C -2.903 -0.603 -2.161
H -3.160 0.644 -0.366
H -1.878 1.165 -1.464
C -1.859 -1.518 -2.824
H -3.679 -1.216 -1.689
H -3.413 0.004 -2.921
C -1.056 -2.360 -1.807
H -2.372 -2.195 -3.528
H -1.173 -0.891 -3.422
H -1.564 -3.330 -1.674
H -0.080 -2.587 -2.254
C 4.055 1.192 1.104
N 3.190 0.253 0.393
C 3.798 -0.957 -0.166
C 1.933 0.575 0.313
N 0.844 1.021 0.427
H 5.020 0.721 1.279
H 3.598 1.465 2.062
H 4.205 2.107 0.512
H 3.498 -1.872 0.361
H 3.587 -1.087 -1.234
H 4.877 -0.860 -0.042
```

Values from the calculation:
* LUMO level: 2.63 eV
* charge: -1
* relative energy (zero: lowest compared OMol25 entry of this formula, charge and spin): 17.17 kcal/mol

Entry 9:
The following is a quantum chemistry calculation of a cluster of 10 separate species, H18NO12 in total, from the OMol25 dataset.

XYZ file:
```
31
H18NO12, DFT ωB97M-V/def2-TZVPD
N -0.520 0.258 0.183
O 0.639 0.159 -0.096
O -1.115 1.353 0.112
O -1.024 -0.630 0.845
O 1.080 0.683 -3.091
H 0.159 0.334 -2.838
H 1.748 0.562 -2.387
O -0.517 3.400 2.059
H -0.865 2.746 1.627
H -0.039 3.948 1.355
O -1.423 4.065 -1.993
H -1.383 3.071 -1.790
H -2.439 4.362 -2.214
O 0.048 -2.900 2.580
H 0.847 -3.179 3.051
H -0.210 -1.861 2.825
O -0.683 -0.223 3.489
H -1.342 0.083 4.080
H -1.103 -0.350 2.653
O 3.275 1.446 -0.930
H 2.703 1.332 -0.164
H 4.146 1.355 -0.513
O 1.895 -2.233 -0.378
H 1.343 -2.980 -0.425
H 1.411 -1.301 -0.307
O -1.594 -0.563 -2.710
H -1.985 -0.994 -3.393
H -1.592 -1.198 -2.012
O -0.421 -3.592 -0.227
H -0.610 -2.824 0.415
H -0.424 -4.335 0.182
```

Values from the calculation:
* LUMO level: 3.07 eV
* charge: -1
* relative energy (zero: lowest compared OMol25 entry of this formula, charge and spin): 89.87 kcal/mol

Entry 10:
The following is a quantum chemistry calculation of a cluster of 2 separate species, CH5IN2 in total, from the OMol25 dataset.

XYZ file:
```
9
CH5IN2, DFT ωB97M-V/def2-TZVPD
C 0.154 -2.627 -1.138
N 0.152 -0.465 -0.632
N 0.868 -1.354 -0.954
I 1.352 3.459 3.193
H 0.351 -2.855 -2.135
H 0.601 -3.512 -0.597
H -0.976 -2.463 -0.896
H -0.205 3.742 2.883
H -0.828 -0.730 -0.257
```

Values from the calculation:
* LUMO level: 0.78 eV
* structure (SMILES): [H]/N=N\C.I
* charge: 0
* relative energy (zero: lowest compared OMol25 entry of this formula, charge and spin): 24.07 kcal/mol

Entry 11:
The following is a quantum chemistry calculation of a cluster of 12 separate species, C47H107O34P5 in total, from the OMol25 dataset.

XYZ file:
```
193
C47H107O34P5, DFT ωB97M-V/def2-TZVPD
C 8.098 0.677 3.619
C 8.547 1.896 3.184
C 7.775 3.026 3.386
C 6.564 3.013 4.092
C 6.153 1.788 4.716
C 6.946 0.643 4.433
O 6.665 -0.584 4.934
O 8.212 4.238 2.883
H 8.679 -0.219 3.455
H 9.474 1.848 2.632
H 6.059 3.933 4.345
H 5.284 1.799 5.357
H 6.072 -0.415 5.671
H 7.552 4.906 3.082
C -5.729 6.953 2.825
C -5.809 7.859 1.728
C -5.027 7.667 0.608
C -4.056 6.685 0.601
C -3.957 5.809 1.724
C -4.850 5.912 2.784
O -4.654 5.083 3.815
O -5.038 8.637 -0.442
H -6.132 7.128 3.812
H -6.484 8.699 1.803
H -3.265 6.713 -0.134
H -3.144 5.115 1.878
H -5.542 5.134 4.177
H -5.521 9.447 -0.260
C 4.703 11.488 2.687
O 3.814 10.760 1.855
P 4.225 9.375 1.134
O 5.300 8.528 1.717
O 2.771 8.593 1.058
C 2.421 7.827 2.228
O 4.482 9.810 -0.388
C 4.925 8.914 -1.323
H 5.719 11.138 2.869
H 4.321 11.748 3.674
H 4.970 12.449 2.247
H 1.397 7.456 2.280
H 2.522 8.496 3.083
H 2.974 6.942 2.543
H 4.220 8.155 -1.663
H 5.710 8.403 -0.765
H 5.297 9.461 -2.189
C -0.690 -10.999 -5.601
O -1.014 -10.402 -4.313
P -1.973 -9.054 -4.209
O -2.009 -8.260 -5.488
O -3.447 -9.583 -3.680
C -4.377 -9.958 -4.622
O -1.340 -8.300 -2.880
C -2.123 -7.422 -2.124
H -1.329 -11.877 -5.699
H 0.343 -11.316 -5.742
H -0.761 -10.211 -6.350
H -4.133 -10.999 -4.831
H -4.399 -9.470 -5.596
H -5.408 -9.917 -4.272
H -2.026 -6.374 -2.407
H -1.722 -7.408 -1.110
H -3.204 -7.549 -2.185
C -6.997 -1.903 -8.093
O -5.864 -1.985 -8.952
P -4.912 -0.691 -9.163
O -4.262 -0.689 -10.504
O -5.716 0.637 -8.673
C -6.653 1.307 -9.387
O -3.830 -0.887 -7.965
C -3.330 -2.163 -7.748
H -6.894 -2.509 -7.192
H -7.820 -2.222 -8.733
H -7.363 -0.889 -7.931
H -7.679 1.131 -9.064
H -6.597 1.321 -10.475
H -6.585 2.383 -9.228
H -2.266 -2.026 -7.552
H -3.463 -2.944 -8.497
H -3.806 -2.559 -6.851
C 6.562 1.459 -2.235
O 6.430 1.838 -3.563
P 6.031 3.306 -3.954
O 4.628 3.634 -3.664
O 7.078 4.146 -3.040
C 8.527 3.996 -3.184
O 6.599 3.430 -5.474
C 6.448 4.535 -6.317
H 7.424 0.809 -2.089
H 5.631 0.940 -2.004
H 6.583 2.294 -1.535
H 8.860 3.555 -2.244
H 9.172 4.861 -3.338
H 8.726 3.319 -4.015
H 5.465 4.996 -6.217
H 6.511 4.061 -7.296
H 7.237 5.286 -6.297
C 4.855 -1.776 -8.572
O 5.055 -2.812 -9.535
P 5.096 -2.411 -11.125
O 5.209 -3.627 -12.036
O 3.819 -1.427 -11.317
C 2.478 -1.741 -11.618
O 6.398 -1.312 -11.224
C 7.068 -1.047 -12.433
H 4.682 -0.789 -9.001
H 5.773 -1.910 -7.999
H 3.963 -1.898 -7.958
H 1.872 -1.030 -11.056
H 2.226 -2.748 -11.285
H 2.269 -1.708 -12.687
H 8.128 -1.228 -12.256
H 6.950 -0.003 -12.722
H 6.695 -1.690 -13.230
C -3.484 -4.451 11.545
O -3.922 -3.533 10.498
C -3.157 -3.732 9.270
C -4.012 -3.414 7.989
O -5.188 -4.145 7.753
C -6.322 -3.716 8.437
H -3.789 -5.461 11.270
H -3.946 -4.186 12.496
H -2.403 -4.411 11.675
H -2.735 -4.737 9.288
H -2.243 -3.143 9.196
H -3.409 -3.690 7.124
H -4.114 -2.333 7.896
H -6.142 -3.886 9.499
H -7.141 -4.326 8.059
H -6.426 -2.652 8.226
C 8.452 -5.677 -2.857
O 7.707 -5.127 -1.814
C 7.791 -5.909 -0.568
C 6.666 -5.368 0.349
O 5.395 -5.783 -0.097
C 4.332 -4.942 0.305
H 8.172 -5.190 -3.791
H 8.374 -6.753 -3.015
H 9.527 -5.505 -2.797
H 8.741 -5.770 -0.052
H 7.602 -6.962 -0.774
H 6.779 -4.299 0.527
H 6.799 -5.729 1.368
H 4.324 -4.791 1.384
H 3.342 -5.398 0.303
H 4.230 -4.160 -0.448
C -4.881 2.052 10.968
O -5.529 2.281 12.203
C -6.394 1.198 12.669
C -7.174 1.711 13.893
O -7.581 3.066 13.820
C -8.499 3.434 14.844
H -5.759 1.855 10.354
H -4.265 1.155 11.040
H -4.250 2.841 10.558
H -5.688 0.409 12.926
H -6.981 0.673 11.915
H -6.613 1.519 14.809
H -7.977 1.012 14.125
H -9.008 2.659 15.417
H -9.230 4.060 14.331
H -8.010 3.978 15.652
C -6.867 -3.367 -1.725
O -6.304 -2.765 -0.586
C -7.163 -2.417 0.411
C -6.447 -1.295 1.183
O -6.471 -0.030 0.499
C -5.598 0.119 -0.635
H -7.487 -2.698 -2.321
H -7.345 -4.293 -1.405
H -6.065 -3.752 -2.354
H -7.296 -3.190 1.169
H -8.121 -2.084 0.012
H -5.478 -1.578 1.595
H -7.040 -1.095 2.076
H -5.907 0.888 -1.344
H -5.530 -0.765 -1.269
H -4.599 0.366 -0.275
C 0.259 -0.464 -1.376
O 0.092 -0.526 0.037
C 0.411 0.569 0.841
C 0.219 0.304 2.361
O 0.452 1.499 3.137
C -0.123 1.266 4.437
H 1.265 -0.176 -1.682
H -0.415 0.202 -1.914
H 0.131 -1.453 -1.815
H -0.208 1.400 0.502
H 1.458 0.865 0.780
H 0.550 -0.554 2.945
H -0.857 0.137 2.337
H 0.431 0.551 5.045
H -1.174 0.976 4.425
H -0.178 2.183 5.023
```

Values from the calculation:
* LUMO level: 0.20 eV
* structure (SMILES): COP(=O)(OC)OC.COP(=O)(OC)OC.COP(=O)(OC)OC.COP(=O)(OC)OC.COP(=O)(OC)OC.Oc1ccc(O)cc1.Oc1ccc(O)cc1.COCCOC.COCCOC.COCCOC.COCCOC.COCCOC
* charge: 0
* relative energy (zero: lowest compared OMol25 entry of this formula, charge and spin): 177.48 kcal/mol